{
  "formula": "C10H27N2NaO7S4",
  "method": "the ωB97M-V functional and the def2-TZVPD basis",
  "symbols": ["Na", "N", "O", "O", "O", "C", "C", "N", "H", "H", "H", "C", "S", "O", "C", "H", "H", "H", "H", "H", "H", "C", "S", "O", "C", "H", "H", "H", "H", "H", "H", "C", "S", "O", "C", "H", "H", "H", "H", "H", "H", "C", "S", "O", "C", "H", "H", "H", "H", "H", "H"],
  "coordinates": [[-0.53733, 0.01432, 0.17000], [-1.14675, -2.86006, 1.98235], [-2.11086, -2.47242, 2.63246], [-0.43529, -2.08183, 1.50628], [-0.94927, -4.04688, 1.74029], [-3.24563, -3.58744, -1.52195], [-3.02272, -2.23010, -0.96816], [-2.91193, -1.15154, -0.53318], [-3.23789, -4.22196, -0.63572], [-2.42579, -3.94538, -2.14472], [-4.23600, -3.58955, -1.97723], [3.56450, -1.72264, -1.68056], [2.17360, -2.18923, -0.64544], [1.56081, -0.83187, -0.45189], [1.16489, -3.15032, -1.77001], [4.15325, -2.61965, -1.87256], [4.20534, -0.93303, -1.28822], [3.13106, -1.46238, -2.64622], [1.11379, -2.66029, -2.74231], [0.12762, -3.34634, -1.49841], [1.57689, -4.10905, -2.08498], [-4.11732, 2.37305, -0.55418], [-2.71940, 3.10398, 0.41051], [-1.47073, 2.20254, 0.62099], [-2.10173, 4.31834, -0.80159], [-3.67728, 1.81128, -1.37813], [-4.71026, 3.19156, -0.96232], [-4.78421, 1.73545, 0.02620], [-2.08012, 3.87930, -1.79903], [-1.09718, 4.64458, -0.53223], [-2.65998, 5.23718, -0.98092], [0.83005, -1.57310, 4.83583], [2.34372, -0.58715, 4.58755], [2.15702, 0.84322, 5.01199], [2.19248, -0.50002, 2.74782], [0.81995, -2.04277, 5.81940], [0.57790, -2.34660, 4.11040], [0.14218, -0.72854, 4.79546], [1.15999, -0.26795, 2.48663], [2.52493, -1.42774, 2.28208], [2.85857, 0.28882, 2.39831], [1.99871, 2.65031, -2.98948], [0.50500, 2.83687, -1.91407], [0.06083, 1.34930, -1.62567], [1.33910, 3.60771, -0.43028], [2.61004, 3.55191, -2.95085], [1.65467, 2.20425, -3.92263], [2.52502, 1.80973, -2.53724], [1.68547, 4.63437, -0.54897], [2.16175, 2.91335, -0.25936], [0.75853, 3.48442, 0.48396]],
  "atomic_forces_ev_per_a": [[-0.15, -0.20, 0.13], [-4.08, -3.52, 1.56], [-1.41, -0.03, 1.35], [5.64, 6.21, -3.49], [-0.10, -2.36, 0.12], [0.13, 0.61, 1.28], [0.27, 1.86, 0.33], [-0.01, -2.21, -1.00], [-0.21, -0.27, -0.03], [-0.26, 0.36, -0.25], [0.27, -0.25, -0.24], [-0.15, -1.39, -1.33], [0.22, 0.77, 1.52], [-0.53, -0.33, -0.10], [-0.14, -0.14, -2.08], [0.26, -0.04, 0.12], [-0.52, -0.13, 0.39], [0.10, 0.46, -0.01], [-0.07, 0.65, -0.01], [0.29, 0.35, 0.93], [0.50, -0.18, 0.79], [0.95, -0.12, -0.56], [1.37, -0.06, 1.01], [-2.38, 0.88, -0.66], [-0.34, 0.09, -1.06], [-0.10, -0.13, -0.02], [0.19, 0.24, 0.13], [0.50, 0.05, 0.33], [0.26, -0.39, 0.12], [-0.17, -0.40, 0.33], [-0.61, -0.11, 0.76], [-0.24, 0.90, 0.39], [0.96, 0.02, -1.33], [-0.55, -0.91, 0.17], [0.22, -0.09, 0.49], [0.17, 0.32, 0.08], [0.38, 0.35, -0.36], [-0.71, -0.42, 0.06], [0.07, -0.14, 0.05], [-0.29, -0.15, 0.15], [-0.03, 0.10, 0.29], [-0.59, -1.01, 1.42], [-0.51, -2.10, 0.11], [1.34, 3.31, -0.57], [0.37, -1.75, 0.02], [-0.22, -0.06, -0.58], [-0.03, 0.90, -0.28], [0.28, 0.14, 0.36], [-0.18, -0.14, -0.43], [0.46, 0.28, -0.02], [-0.62, 0.16, -0.41]],
  "e_tot_ha": -2788.2114,
  "homo_ev": -7.3954,
  "lumo_energy_ev": -0.1,
  "total_charge": 0
}